No. 1
Here is a cluster of 3 separate species, C2H4N2OS in total at a distorted geometry from the OMol25 dataset. Energies are from ωB97M-V with the def2-TZVPD basis set.

Summary:
HOMO-LUMO gap ... 7.06 eV
2S+1 ... 1

The geometry in XYZ format:
```
10
Properties=species:S:1:pos:R:3:forces:R:3:nbo_charge:R:1
C -0.24885 -0.91650 -0.34769 3.48 3.25 -0.36 -0.107
C -1.24531 0.16712 -0.10380 -0.13 -1.82 -0.35 0.062
H 0.23929 0.68203 0.92265 4.76 -0.70 0.24 0.275
H 2.69867 -0.00754 1.24364 -4.39 -0.09 -3.79 0.473
H -0.59129 -1.84746 -0.57313 -1.07 -2.20 -1.38 0.228
H 0.07471 1.33417 -0.76360 -1.65 0.60 0.63 0.511
N 1.65506 0.17144 0.35365 -2.08 2.41 2.63 -0.655
N 1.06490 -0.70644 -0.46527 -0.22 -2.38 2.85 -0.173
O -0.87288 1.40810 -0.39895 1.88 0.63 -0.93 -0.635
S -2.77429 -0.28492 0.13250 -0.58 0.30 0.46 0.022
```
Positions in Å, forces in eV/Å.

***

No. 2
Here is the molecule C2H4N2OS at a distorted geometry from the OMol25 dataset. Energies are from ωB97M-V with the def2-TZVPD basis set.

Summary:
HOMO-LUMO gap ... 9.69 eV
SMILES string ... C=NO/C=N\S
2S+1 ... 1

The geometry in XYZ format:
```
10
Properties=species:S:1:pos:R:3:forces:R:3:nbo_charge:R:1
C -0.65045 0.97354 -0.00975 -1.06 -0.17 0.19 0.362
C 2.26769 -0.72125 -0.00620 -1.14 -0.93 0.10 -0.111
H -3.82932 -0.23707 -0.00709 -0.19 -0.03 0.00 0.113
H -0.16769 1.93106 0.01941 0.27 0.29 -0.07 0.186
H 3.31842 -0.53994 0.01380 0.51 0.16 -0.05 0.199
H 1.87623 -1.77861 -0.00023 0.37 1.22 -0.03 0.190
N -1.91375 0.88134 -0.00187 0.66 -0.20 -0.06 -0.595
N 1.50748 0.29389 -0.00411 0.54 -0.49 0.00 -0.116
O 0.17085 -0.10747 -0.00171 -0.12 -0.04 -0.07 -0.388
S -2.57946 -0.69549 -0.00225 0.17 0.18 -0.01 0.159
```
Positions in Å, forces in eV/Å.

***

No. 3
Here is the molecule C2H4N2OS at a distorted geometry from the OMol25 dataset. Energies are from ωB97M-V with the def2-TZVPD basis set.

Summary:
HOMO-LUMO gap ... 9.10 eV
SMILES string ... [H]/N=C(/N)OC=S
2S+1 ... 1

The geometry in XYZ format:
```
10
Properties=species:S:1:pos:R:3:forces:R:3:nbo_charge:R:1
C -0.35784 0.49767 0.09349 -1.21 -0.24 -0.92 0.667
C 0.98438 -1.50114 -0.35955 -1.39 -0.92 -0.34 0.074
H 0.83841 1.93643 0.93546 -1.17 -0.20 -0.92 0.393
H -0.78346 2.33074 0.53616 -1.08 0.98 0.39 0.400
H -1.81181 -0.72828 -0.32030 0.35 0.37 -0.15 0.379
H 1.99546 -1.78201 -0.15078 0.62 -0.29 -0.09 0.187
N -0.00238 1.77772 0.33884 2.93 0.23 0.89 -0.809
N -1.58868 0.24602 -0.11182 0.99 -1.13 0.38 -0.729
O 0.84854 -0.24321 0.00595 -0.66 0.76 0.50 -0.497
S -0.12261 -2.53392 -0.96745 0.62 0.43 0.25 -0.065
```
Positions in Å, forces in eV/Å.

***

No. 4
Here is the molecule C2H4N2OS at a distorted geometry from the OMol25 dataset. Energies are from ωB97M-V with the def2-TZVPD basis set.

Summary:
HOMO-LUMO gap ... 9.29 eV
SMILES string ... [H]/N=C/NSC=O
2S+1 ... 1

The geometry in XYZ format:
```
10
Properties=species:S:1:pos:R:3:forces:R:3:nbo_charge:R:1
C 1.16771 -0.03271 -0.03320 2.98 -0.64 1.96 0.262
C -1.81075 0.26769 -0.00430 -5.84 -1.65 -0.35 0.226
H 1.57800 1.64542 -0.76306 -1.66 -1.41 -0.22 0.362
H 2.13031 0.11394 0.63087 -1.79 -0.88 -1.03 0.156
H 0.73707 -1.60455 1.15458 -1.65 0.47 -2.90 0.415
H -0.99385 0.96105 0.46534 -2.25 -0.72 -0.61 0.197
N 0.82168 0.88036 -0.80776 1.39 2.47 -0.90 -0.705
N 0.48546 -1.25062 0.13289 2.30 1.13 2.73 -0.810
O -3.15046 0.29076 -0.08646 8.51 0.62 0.57 -0.536
S -0.96518 -1.27134 -0.68889 -2.00 0.62 0.75 0.433
```
Positions in Å, forces in eV/Å.